Entry from OMol25: the ion C17H25N2O with charge +1 at a distorted geometry (the ωB97M-V functional and the def2-TZVPD basis).

Properties
Orbital gap: 7.22 eV
LUMO: -0.138 Ha
2S+1: 1
SMILES: CN1CCC(=[N+]2CCOCC2)[C@H](C2C=CC=CC=C2)C1
HOMO level: -10.972 eV
Charge: +1

```
45
Properties=species:S:1:pos:R:3:forces:R:3:mulliken_charge:R:1
O 4.01365 0.70236 -1.65742 -0.554 -0.623 0.714 -0.387
N -2.44546 -0.45646 -1.57247 -0.105 -1.272 0.281 0.299
N 1.50143 -0.23051 -0.87049 -1.596 -0.313 -0.131 0.306
C 2.05084 1.00083 -0.23173 0.202 0.672 -0.172 -0.159
C -0.00915 1.24981 4.12662 -1.568 1.399 0.758 -0.554
C 0.21660 -0.51594 -0.75283 1.843 0.437 0.098 0.096
C 3.76953 -0.68639 -1.89143 0.544 0.479 0.207 -0.754
C 3.56787 1.08356 -0.34991 0.229 -0.174 -0.413 -0.783
C 0.68236 0.36389 3.26269 0.797 -1.407 -1.348 -0.249
C -0.32471 -1.73155 -1.42104 -0.506 -0.486 -0.545 -0.827
C -1.85578 -1.76853 -1.40965 -0.586 0.327 0.532 -1.326
C -2.23987 1.27359 3.00528 -1.278 -0.500 -1.253 -0.557
C 2.29880 -1.07525 -1.79650 0.189 0.039 -0.449 -0.363
C -1.89194 0.66118 -0.88796 -0.189 0.913 -0.486 -1.890
C -3.21846 -0.19046 -2.74799 0.035 0.181 -0.645 -1.015
C -0.99360 -0.29632 1.37200 -0.224 -1.248 1.131 0.855
C 0.29310 -0.30755 2.14817 0.585 0.099 1.074 -0.774
C -1.29922 1.68239 3.99129 1.979 0.275 0.768 -0.394
C -2.17873 0.35394 2.01260 -0.463 0.662 0.544 -0.801
C -0.69504 0.35864 0.04591 -0.329 0.877 -1.535 0.531
H 0.05322 -2.64868 -0.92616 0.130 0.415 -0.207 0.423
H 3.87442 2.13686 -0.24656 -0.098 -0.528 0.263 0.352
H 2.24834 -2.12894 -1.47474 -0.178 0.451 -0.107 0.334
H -0.01752 -1.78137 -2.48219 0.227 0.156 0.516 0.511
H 1.60676 1.89468 -0.71381 0.113 -0.622 0.050 0.355
H -3.20747 1.78783 3.09697 0.219 -0.584 0.137 0.320
H 1.72614 0.19372 3.56168 -0.407 -0.088 -0.150 0.324
H -1.51386 1.38735 -1.63807 0.011 -0.044 0.191 0.418
H 4.01380 0.45479 0.45149 0.139 0.292 -0.545 0.369
H -1.68006 2.41597 4.70999 0.254 -0.356 -0.167 0.331
H -2.19941 -2.19363 -0.45081 0.092 -0.178 -0.316 0.265
H -3.13226 0.08465 1.53804 0.390 0.289 0.111 0.523
H -2.57839 0.14089 -3.59142 -0.251 0.006 0.074 0.364
H -3.74694 -1.10154 -3.06599 0.072 0.395 0.154 0.331
H -2.71085 1.18942 -0.37047 0.530 0.052 0.231 0.612
H 4.33480 -1.32120 -1.18016 0.083 0.447 -0.341 0.342
H -1.26444 -1.35982 1.17800 0.116 0.478 0.099 0.094
H -2.23548 -2.40991 -2.21859 0.295 0.103 0.387 0.575
H -3.95635 0.60351 -2.56181 0.127 -0.263 -0.024 0.318
H 1.77663 1.01633 0.83617 0.045 -0.096 -0.560 0.208
H 0.58678 1.62712 4.96691 -0.403 -0.079 -0.322 0.312
H -0.24962 1.34883 0.25172 -0.147 -0.594 -0.083 0.848
H 4.10198 -0.85186 -2.92681 0.030 -0.222 0.523 0.343
H 1.86790 -0.99944 -2.81178 -0.074 0.055 0.593 0.379
H 1.05966 -0.95677 1.69329 -0.319 0.178 0.366 0.496
```
Positions in Å, forces in eV/Å.

Entry from OMol25: a cluster of 5 separate species, CH14NO4 in total at a distorted geometry (the ωB97M-V functional and the def2-TZVPD basis).

Properties
Orbital gap (spin up / spin down): 3.13 / 11.34 eV
LUMO (spin up / spin down): 0.020 / 0.013 Ha
2S+1: 2
HOMO level (spin up / spin down): -2.584 / -10.985 eV
<S²>: 0.75

```
20
Properties=species:S:1:pos:R:3:forces:R:3:mulliken_charge:R:1
O -2.59910 -0.83577 0.62199 -0.245 -0.020 -0.076 -0.869
O 0.98495 -3.24007 0.60206 0.070 -0.343 -0.014 -0.676
O -0.37876 2.27005 -1.85396 -0.003 -0.101 0.075 -0.694
O -1.40186 1.81380 0.77224 0.257 -1.054 0.313 -0.687
N 0.90345 -0.36897 0.54234 -0.502 1.701 2.045 -0.783
C 1.97476 0.01426 -0.41573 -0.605 -1.148 -0.047 -1.710
H 1.76616 -0.43334 -1.36852 -0.030 -0.167 -0.464 0.463
H 2.91652 -0.34866 -0.02442 0.189 0.104 0.047 0.628
H -3.39468 -0.68369 0.08942 0.339 -0.018 0.200 0.353
H -2.02304 2.22753 1.37750 0.143 0.644 -0.229 0.363
H -0.81743 1.69349 -2.49807 0.030 0.146 0.144 0.343
H 1.57157 -3.77811 1.15532 -0.117 0.197 -0.058 0.345
H 0.55793 -1.30942 0.75232 0.554 -0.599 -0.928 0.411
H -2.28425 0.04989 0.86399 -0.028 -0.044 -0.280 0.374
H 0.46388 -3.87994 0.09579 0.018 0.161 0.087 0.280
H -1.11134 2.35178 0.02275 -0.365 0.301 -0.023 0.236
H 1.90997 1.07964 -0.49195 0.282 0.609 -0.030 0.468
H 0.08671 0.26015 0.50224 -0.133 -0.130 -0.619 -0.130
H -0.38354 3.15542 -2.23481 0.008 0.022 -0.142 0.313
H 1.25811 -0.03805 1.48951 0.138 -0.260 -0.001 0.971
```
Positions in Å, forces in eV/Å.

Entry from OMol25: a structure of composition C45H47FNP2W (the ωB97M-V functional and the def2-TZVPD basis).

Properties
Orbital gap (spin up / spin down): 5.37 / 6.13 eV
LUMO (spin up / spin down): -0.397 / -0.375 Ha
2S+1: 3
HOMO level (spin up / spin down): -16.170 / -16.336 eV
<S²>: 2.17
Charge: +3

```
97
Properties=species:S:1:pos:R:3:forces:R:3:mulliken_charge:R:1
W 0.78347 0.04705 0.30122 0.253 -0.133 -0.316 0.288
P 0.40464 1.47669 2.51594 0.416 0.151 0.194 -0.174
P -1.08383 1.13820 -1.03997 0.001 -0.218 0.011 1.726
F 2.22772 -0.10397 -1.34607 0.091 -0.161 0.185 0.220
N 0.82169 -1.85601 -0.13557 -0.077 0.274 -0.059 1.411
C -2.32056 5.55064 -1.28612 -0.015 0.005 0.057 -0.801
C 1.41897 2.27687 1.19519 0.088 -0.033 0.035 0.376
C -2.22983 -0.12970 -4.71519 0.024 0.005 0.038 -0.759
C -1.04350 -0.07434 -5.43444 0.018 0.003 -0.011 -0.687
C -2.24270 0.20823 -3.37122 0.045 -0.046 0.008 -0.395
C -1.79151 3.64243 0.07488 0.030 -0.075 0.158 -0.245
C 1.27479 3.52471 0.57358 -0.028 0.000 -0.034 -0.145
C 2.53667 -1.81511 2.29565 0.229 0.109 -0.428 -0.775
C 2.66964 -1.44445 -1.56859 0.062 0.088 -0.175 0.297
C -1.87884 3.67458 5.04844 0.060 0.001 -0.040 -0.908
C -3.11070 -2.84012 -1.65936 -0.008 0.010 -0.043 -1.964
C 3.57635 2.01739 0.04774 -0.051 0.016 0.004 -0.853
C 2.22744 -3.70888 -1.05631 -0.038 -0.013 -0.122 -1.190
C -0.20773 2.80348 3.55162 -0.379 -0.106 0.006 0.991
C -1.46001 2.69352 4.16455 0.033 0.054 0.000 -0.269
C -0.97711 -3.80610 -2.49082 0.025 -0.032 -0.018 -1.463
C -0.40138 -4.22143 2.45515 0.036 0.001 -0.044 -1.115
C -1.04916 4.75291 5.32636 -0.006 -0.013 -0.007 -0.558
C 1.81568 -3.14496 2.46705 -0.202 0.080 0.187 0.532
C 2.75835 -4.31310 2.16057 0.122 -0.021 -0.057 -1.610
C 4.07142 -3.05848 -2.48814 -0.020 0.017 0.030 -0.793
C -2.47927 0.38539 -0.14127 -0.087 0.078 0.014 -0.575
C -1.05573 0.58962 -2.74257 -0.128 -0.066 -0.042 0.442
C 0.45469 -3.33747 1.79453 -0.135 -0.178 0.113 1.019
C 0.13108 0.66144 -3.47340 0.066 0.006 0.001 -0.336
C -2.44221 0.73096 1.34984 -0.006 0.024 0.161 -0.733
C -1.97729 -4.15948 0.65504 -0.024 0.011 0.001 -0.614
C 0.63103 3.88252 3.84072 0.018 -0.008 0.006 -0.516
C -1.59497 -2.85785 -1.45787 0.080 0.242 -0.055 2.382
C -1.60266 -4.62594 1.90388 0.132 0.091 -0.017 -1.389
C 2.61234 1.54672 0.94663 0.294 0.187 0.322 -0.597
C -2.23245 4.94754 -0.03486 0.021 -0.014 -0.089 -1.072
C -1.95640 4.84569 -2.41956 0.041 -0.071 -0.024 -0.992
C -1.07271 0.42596 1.98494 0.031 -0.050 -0.403 -0.537
C 3.31879 -4.03866 -1.84653 -0.026 0.096 -0.006 -0.958
C 0.13483 0.32830 -4.81828 -0.071 -0.006 0.029 -0.897
C 2.24422 3.98897 -0.30034 -0.037 -0.035 0.040 -0.779
C -0.00162 -2.83664 0.56624 0.381 0.269 0.065 -0.986
C -1.19072 -3.25547 -0.04978 -0.244 -0.087 0.076 0.348
C -1.52072 3.53048 -2.31780 0.063 0.073 0.043 -1.205
C 3.37905 3.22901 -0.58914 -0.037 -0.060 0.066 -0.864
C 0.20020 4.85477 4.72587 -0.019 0.014 0.019 -0.855
C 3.74861 -1.70544 -2.36085 -0.171 -0.035 0.114 -1.055
C -1.44078 2.91310 -1.06677 0.080 0.021 -0.199 1.446
C 1.88790 -2.36523 -0.90375 -0.272 0.009 -0.165 1.206
H -1.25617 2.99788 -3.21972 -0.018 -0.021 -0.012 0.511
H 3.58707 -5.07715 -1.97089 0.010 -0.055 0.000 0.543
H 0.84342 5.69167 4.95714 0.025 0.023 0.002 0.453
H 2.25780 -5.27258 2.27904 -0.023 -0.012 0.002 0.414
H -1.18220 -0.07750 2.95670 -0.001 0.053 -0.054 0.781
H 1.63196 -4.47324 -0.57444 0.023 0.017 -0.020 0.836
H -3.64681 -2.30341 -0.87663 -0.028 0.036 0.043 0.375
H 4.49160 1.45888 -0.09625 0.018 0.000 -0.008 0.639
H -2.50643 5.49614 0.85421 -0.026 0.037 0.055 0.545
H -0.09370 -4.61707 3.41415 0.002 -0.023 0.045 0.583
H 1.04883 0.39429 -5.38995 0.049 0.002 -0.028 0.508
H -2.11256 1.85387 3.96376 -0.016 -0.028 0.015 0.366
H -2.41074 -0.69850 -0.27000 -0.003 0.074 -0.028 -0.661
H 1.04779 1.00943 -3.01126 -0.044 0.002 -0.009 0.570
H -1.04058 -0.33176 -6.48414 0.005 -0.011 -0.036 0.451
H -3.34585 -2.38274 -2.61870 -0.016 0.030 -0.046 0.330
H 3.60071 -4.28976 2.85085 0.025 -0.018 0.018 0.487
H -2.74533 1.75948 1.53393 0.001 -0.120 -0.006 0.372
H 4.91793 -3.34053 -3.09772 0.013 -0.008 -0.023 0.477
H 2.90467 0.74791 1.63768 -0.115 0.037 -0.193 0.911
H 4.30414 -0.92487 -2.85664 0.053 0.056 -0.031 0.611
H -1.37474 5.51467 6.02002 -0.006 0.032 0.027 0.451
H -2.90014 -4.51153 0.21954 -0.030 -0.022 -0.017 0.465
H -3.41341 0.72544 -0.59451 0.015 -0.013 0.042 1.226
H -2.23561 -5.32066 2.43508 -0.046 -0.043 0.042 0.482
H -1.27240 -3.50578 -3.49488 -0.022 0.019 -0.063 0.486
H -0.68756 -0.50566 1.45056 -0.289 -0.346 0.290 -0.442
H -3.14692 -0.42616 -5.20390 -0.038 -0.006 -0.016 0.498
H -3.17706 0.17792 -2.82759 -0.034 -0.007 0.028 0.538
H -3.51804 -3.84944 -1.69351 0.003 -0.034 -0.003 0.656
H -1.70053 3.21997 1.06877 0.037 0.061 -0.095 0.293
H -1.33143 -4.82441 -2.32999 -0.016 -0.034 0.019 0.333
H -2.01872 5.30881 -3.39383 -0.007 0.021 -0.029 0.509
H 0.10946 -3.81975 -2.45367 0.038 0.017 -0.015 0.256
H 0.43279 4.15559 0.80607 -0.071 -0.005 -0.012 0.728
H -2.84609 3.59554 5.52306 -0.036 -0.005 0.014 0.472
H 1.58207 -3.21435 3.53437 0.077 0.019 -0.038 0.788
H 1.94051 -0.97118 2.64950 -0.091 -0.020 0.074 0.062
H -2.67331 6.56843 -1.37197 -0.009 0.043 0.003 0.456
H -1.20451 -1.84890 -1.66891 -0.054 -0.213 0.050 -1.404
H 2.86563 -1.63669 1.25555 -0.011 -0.084 0.252 0.097
H 2.12161 4.96367 -0.75153 0.008 0.044 -0.026 0.541
H -3.17997 0.10364 1.85528 0.017 0.025 -0.016 0.544
H 4.12806 3.61461 -1.26608 0.033 0.024 -0.032 0.521
H 3.16477 -4.25981 1.14844 -0.019 0.011 0.117 0.328
H 3.46056 -1.81040 2.87735 -0.048 -0.005 0.090 0.527
H 1.61427 3.96764 3.39466 0.005 -0.026 -0.006 0.461
```
Positions in Å, forces in eV/Å.

Energy relative to the best compared isomer or geometry (same formula, charge and spin) readings, ordered: 96.2, 5.7, 56.7 kcal per mole